A 2-piece molecular cluster, C30H31BCl2O2S overall at a distorted geometry, computed with the ωB97M-V functional and the def2-TZVPD basis.

Geometry as XYZ:
```
67
Properties=species:S:1:pos:R:3:forces:R:3
C -0.472 -5.143 0.781 -0.18 -0.34 0.03
C -0.689 -3.643 0.764 -0.13 -0.41 0.09
C -0.042 -3.040 2.004 0.17 0.33 0.18
O 0.017 -3.150 -0.406 -0.63 0.31 -0.25
B -0.792 -2.159 -0.908 1.04 3.61 2.36
C -0.148 -0.597 -1.339 -1.21 -3.72 -1.48
C -1.171 0.415 -1.754 -0.32 0.14 -0.80
C -2.422 -0.018 -2.238 -0.08 0.44 0.08
C -3.410 0.883 -2.631 0.44 0.36 0.00
C -3.109 2.250 -2.679 0.93 -0.75 0.39
Cl -4.308 3.376 -3.156 -0.44 0.41 -0.23
C -1.826 2.697 -2.343 -0.49 -0.44 0.05
C -0.890 1.782 -1.861 -0.19 -0.01 0.14
C 1.286 -0.232 -1.103 0.45 -0.55 -0.35
C 2.073 -0.955 -0.202 0.20 0.14 -0.14
C 3.430 -0.670 -0.037 -0.09 0.30 -0.40
C 4.007 0.350 -0.796 -0.87 -0.34 -0.09
Cl 5.622 0.854 -0.470 0.40 0.04 0.01
C 3.277 0.987 -1.804 -0.16 -0.16 0.36
C 1.929 0.679 -1.961 0.33 -0.13 0.11
O -2.111 -2.213 -0.532 0.54 -0.41 -0.13
C -2.197 -3.163 0.553 -0.19 -0.43 -0.23
C -3.139 -4.266 0.104 -0.06 -0.30 -0.04
C -2.836 -2.425 1.719 0.02 0.23 0.30
H -0.989 -5.596 1.635 0.06 0.00 -0.16
H -0.823 -5.608 -0.146 0.06 0.06 0.24
H 0.599 -5.355 0.882 -0.22 0.11 -0.03
H -0.519 -3.410 2.924 0.06 0.12 -0.31
H 1.018 -3.328 2.048 -0.25 0.04 -0.09
H -0.090 -1.940 1.997 -0.06 -0.35 -0.05
H -0.083 -1.285 -2.262 0.37 1.00 -0.54
H -2.644 -1.077 -2.313 -0.04 0.21 0.14
H -4.401 0.534 -2.911 0.22 0.06 -0.04
H -1.577 3.751 -2.445 -0.04 -0.20 0.07
H 0.079 2.145 -1.531 -0.38 -0.02 -0.26
H 1.623 -1.773 0.351 0.16 0.33 -0.01
H 4.028 -1.212 0.689 -0.08 0.11 -0.08
H 3.754 1.734 -2.432 -0.07 -0.14 0.09
H 1.379 1.132 -2.786 0.16 -0.08 0.28
H -3.297 -4.985 0.917 0.03 0.02 -0.21
H -4.111 -3.830 -0.155 0.23 -0.04 0.04
H -2.752 -4.789 -0.779 -0.11 0.07 0.20
H -2.907 -3.066 2.607 0.06 0.12 -0.17
H -2.290 -1.508 1.975 -0.08 -0.30 -0.06
H -3.856 -2.132 1.438 0.26 -0.08 0.02
C 0.666 -0.203 3.970 0.24 -0.43 0.27
C 0.511 0.638 2.761 -0.78 0.82 -0.78
C -0.671 1.069 2.174 0.68 -0.24 0.49
C -0.464 2.015 1.139 0.75 -0.21 -0.41
C 0.875 2.222 0.832 -0.69 0.33 2.33
C 1.467 3.362 0.151 0.46 0.82 -0.60
C 0.669 4.310 -0.534 0.51 -0.35 0.07
C 1.269 5.253 -1.369 0.15 -0.10 0.20
C 2.662 5.298 -1.493 0.02 -0.16 -0.01
C 3.463 4.447 -0.717 -0.31 0.31 0.06
C 2.867 3.540 0.151 -0.29 -0.11 -0.38
S 1.874 1.342 1.982 -0.85 0.23 -0.10
H -0.294 -0.283 4.494 0.22 -0.05 -0.09
H 1.016 -1.211 3.708 -0.07 0.16 0.22
H 1.405 0.239 4.651 -0.22 -0.14 -0.07
H -1.653 0.761 2.537 0.30 0.14 -0.10
H -1.275 2.543 0.646 0.17 -0.18 0.06
H -0.414 4.286 -0.401 0.33 -0.02 -0.22
H 0.639 5.945 -1.931 0.23 -0.14 0.18
H 3.130 6.005 -2.183 -0.17 -0.20 0.23
H 4.552 4.489 -0.791 -0.35 0.09 0.09
H 3.488 2.932 0.816 -0.14 0.07 -0.46
```
Forces are in eV/Å.

The value obtained for the energy above the lowest of the compared OMol25 structures with the same formula, charge and spin is 0.00 kcal per mole. Its total charge is 0. As for the structure (SMILES): CC1(C)OB(C(c2ccc(Cl)cc2)c2ccc(Cl)cc2)OC1(C)C.Cc1ccc(-c2ccccc2)s1. For the LUMO energy, the calculation gives 0.0113 Ha. The molecular weight is 537.36 g/mol. As for the HOMO-LUMO gap: 8.0 eV.